[1]
Molecular formula: C16H19GdN4O10P2
Method: DFT, wB97M-V/def2-TZVPD

Geometry as XYZ:
```
52
Properties=species:S:1:pos:R:3:forces:R:3
Gd -0.64433 0.62376 -0.03578 1.12 1.04 0.34
O 3.70401 0.58039 -1.36651 3.14 0.19 0.72
C 2.48242 0.46995 -1.16177 -4.10 -0.98 -1.98
N 1.79194 0.47361 -0.01161 -0.62 0.60 0.29
C 2.46630 0.61829 1.11177 1.29 0.02 1.63
O 3.69325 0.49128 1.26265 -0.12 0.09 -0.67
C 1.68289 1.03018 2.34663 0.27 -0.58 0.53
C 2.35429 1.35477 3.52952 -0.53 -0.16 0.10
C 1.59045 1.80642 4.61420 0.58 -0.39 -0.44
C 0.20838 1.95212 4.48106 0.73 0.47 -0.37
C -0.34893 1.65003 3.25158 -0.29 -0.41 0.21
N 0.35808 1.07875 2.27985 -0.26 0.66 -1.12
C 1.65441 0.29952 -2.37125 1.83 -0.24 0.49
C 2.28619 0.08546 -3.60118 -1.43 0.08 -1.78
C 1.48457 0.07363 -4.76034 0.81 -0.15 1.33
C 0.08777 0.28936 -4.66645 0.34 -0.18 -0.48
C -0.42587 0.45347 -3.39500 -0.40 -0.21 -0.89
N 0.31937 0.35224 -2.30314 -1.03 1.00 1.75
H 3.42415 1.17798 3.58414 -0.17 0.33 -0.02
H 2.12930 2.04919 5.52961 -0.39 -0.02 -0.07
H -0.37558 2.39918 5.26225 -0.22 0.01 0.19
H -1.38801 1.86572 2.99693 0.13 -0.20 0.33
H 3.34136 -0.09556 -3.62993 0.34 0.08 -0.17
H 1.99247 -0.11666 -5.69564 -0.24 0.03 -0.18
H -0.56552 0.25850 -5.55415 0.46 0.24 0.65
H -1.48244 0.68166 -3.25217 0.11 -0.29 0.08
O -3.96706 2.53069 -1.84405 0.58 -0.48 0.06
P -3.86810 1.69827 -0.47318 -2.99 0.37 -1.36
O -5.22979 1.10514 -0.29470 2.14 0.38 0.82
O -2.65502 0.73710 -0.56019 -1.13 -0.03 -0.21
O -3.41996 2.86395 0.56282 0.96 0.62 -0.35
P -2.06541 3.87436 0.19658 -1.08 -1.80 0.19
O -2.07469 4.77568 1.49617 -0.39 0.45 0.71
O -2.30650 4.60992 -1.08476 0.57 -1.03 1.29
O -0.90425 2.87989 0.42157 -0.52 0.85 -0.85
H -3.34985 3.28389 -1.85413 0.03 0.31 -0.14
H -2.93216 5.03435 1.89086 0.59 -0.27 -0.72
C 0.45232 -5.02724 0.08372 -0.09 -0.39 -0.31
N 0.40264 -3.65356 0.55354 -0.97 0.68 -0.75
C 1.58268 -3.24865 1.27300 0.57 1.08 0.14
C -0.54880 -2.78949 0.13070 -0.04 0.24 0.02
C -1.67907 -3.26126 -0.76303 0.39 -0.46 0.03
O -0.56031 -1.56515 0.44252 0.68 -1.52 0.32
H 1.20844 -5.54268 0.68137 -0.37 -0.05 -0.10
H 0.79100 -5.10621 -0.96739 -0.43 0.07 0.38
H -0.52143 -5.49720 0.25111 0.29 -0.13 -0.32
H 2.01503 -4.13782 1.71066 0.09 0.04 0.27
H 1.34046 -2.52806 2.05660 0.03 -0.04 -0.13
H 2.33768 -2.80372 0.59992 -0.31 -0.06 0.23
H -2.16049 -4.14768 -0.33684 0.04 0.11 -0.16
H -1.29419 -3.52652 -1.76544 -0.14 0.09 0.44
H -2.41410 -2.46129 -0.85266 0.15 -0.06 0.02
```
Positions in Å, forces in eV/Å.

Its energy relative to the best compared isomer or geometry (same formula, charge and spin) is 467.2 kJ/mol. The frontier orbital gap (spin up / spin down) is 5.63 / 6.22 eV. For the total energy, the calculation gives -3041.154060 Ha. The spin multiplicity is 8.

[2]
Molecular formula: C16H19N3O3
Method: DFT, wB97M-V/def2-TZVPD

Geometry as XYZ:
```
41
Properties=species:S:1:pos:R:3:forces:R:3
O -0.95239 -0.43731 2.20962 0.90 0.03 0.13
C 0.04670 -0.44821 1.53148 -1.25 0.43 -1.02
O 1.26866 -0.14097 1.94352 0.88 -0.55 -0.44
C -0.03650 -0.75006 0.00833 2.25 -0.57 0.64
C 0.94707 0.14232 -0.83409 -1.39 -1.00 -1.37
C 2.32891 -0.41493 -0.80877 0.65 1.82 0.68
C 2.70935 -1.67194 -1.04555 -0.88 -1.26 0.43
N 3.97792 -1.88901 -0.58369 0.75 1.03 -0.35
C 4.55147 -0.64296 -0.22440 0.48 -2.10 0.10
C 5.84134 -0.29487 0.20204 -1.02 -0.69 -0.31
C 6.05024 1.00720 0.52271 1.35 1.88 1.24
C 5.03068 1.98725 0.55712 -1.50 -0.53 -1.35
C 3.71846 1.57749 0.14789 2.02 1.30 -0.02
C 3.53361 0.26415 -0.29414 -1.86 1.17 0.04
N -1.35016 -0.75783 -0.45354 -0.99 -0.42 0.11
C -2.04550 0.33319 -0.73738 -3.07 3.15 -1.28
O -1.69574 1.42320 -1.19571 0.57 -1.27 0.83
C -3.59181 0.06394 -0.61998 0.46 -0.28 -0.52
C -4.63787 1.15928 -0.64747 -0.96 2.41 -0.34
C -5.75011 0.71616 0.36881 -0.05 -0.07 -0.11
C -5.36939 -0.74481 0.67995 0.45 -0.06 -4.28
N -3.91567 -0.81868 0.46672 -0.30 -0.81 1.50
H 1.89826 -0.31824 1.17633 -0.65 0.40 1.29
H 0.28645 -1.81055 -0.06744 0.22 0.57 -0.05
H 0.87980 1.19429 -0.56062 0.06 -0.13 0.08
H 0.51348 0.05802 -1.86521 0.50 0.34 0.72
H 2.03832 -2.47869 -1.36076 0.68 0.15 0.03
H 4.45873 -2.71779 -0.81969 0.76 -0.59 -0.09
H 6.61209 -1.02193 0.30699 0.49 -0.41 -0.10
H 7.07643 1.32968 0.85462 -1.12 -0.44 -0.46
H 5.29074 3.06096 0.69762 -0.42 -1.08 0.20
H 2.93458 2.31929 0.00733 0.06 -0.16 0.30
H -1.99317 -1.39333 0.00130 0.25 -0.56 0.21
H -3.79512 -0.51193 -1.49602 -0.01 -0.66 -1.00
H -4.21956 2.16840 -0.42445 -0.13 -0.76 0.37
H -5.10884 1.37986 -1.64096 0.61 -0.78 0.55
H -5.74952 1.38749 1.23699 0.12 -0.39 0.03
H -6.78547 0.69939 -0.00981 0.49 0.42 -0.20
H -5.63622 -1.12554 1.59993 -0.58 -0.75 1.99
H -5.81877 -1.41037 -0.16195 0.37 0.97 1.46
H -3.54150 -0.47161 1.33231 0.75 0.28 0.37
```
Positions in Å, forces in eV/Å.

Its energy relative to the best compared isomer or geometry (same formula, charge and spin) is 240.7 kJ/mol. The structure (SMILES) is O=C(O)[C@H](Cc1c[nH]c2ccccc12)NC(=O)[C@@H]1CCCN1. The frontier orbital gap is 9.03 eV. For the total energy, the calculation gives -1011.083705 Ha.

[3]
Molecular formula: C16H19N3O3S
Method: DFT, wB97M-V/def2-TZVPD

Geometry as XYZ:
```
42
Properties=species:S:1:pos:R:3:forces:R:3
C 0.38903 -2.22402 -4.59389 1.07 -6.36 -1.10
C 1.68260 -2.10635 -4.05438 6.02 -1.44 -2.03
C 2.74833 -2.88591 -4.61282 -3.13 -2.33 -5.28
C 4.04240 -2.72833 -4.35136 2.35 -4.37 -5.40
C 4.21206 -1.91226 -3.41421 11.31 2.33 6.17
C 3.43755 -1.12250 -2.77457 -0.83 3.96 5.80
C 2.17781 -1.13585 -3.23022 -5.34 -0.34 2.70
C 1.04253 -0.64621 -2.42978 1.51 2.39 -1.04
N -0.20159 -0.57597 -2.66156 -1.10 2.17 2.09
N -0.75872 0.41974 -1.72972 4.29 -2.23 0.99
C 0.44063 0.69772 -0.94501 -12.40 2.24 -2.20
S 0.27183 1.79959 0.22744 -0.91 3.71 3.23
C -1.77460 2.19133 0.29183 6.25 -4.38 13.06
C -2.21162 0.87393 0.93559 -5.83 -1.34 -6.83
C -1.65215 0.18803 2.03313 2.94 4.24 2.67
O -0.76902 -0.61546 1.87474 -0.54 -1.50 0.92
N -1.77605 1.04576 3.20351 7.19 -7.68 0.21
C -2.54420 2.06765 3.55996 1.55 0.77 8.10
C -3.43491 1.55951 4.72050 -2.40 -1.29 -2.05
O -2.90063 0.94457 5.77810 3.97 -0.11 2.61
C -1.80083 -0.02339 5.45482 -6.05 -1.53 0.10
C -0.82604 0.45830 4.41581 -5.95 -7.51 -3.84
O 1.44046 0.31679 -1.44166 7.39 -4.32 -2.43
H 0.15390 -1.37700 -4.96724 -2.24 5.92 -2.39
H -0.25686 -2.46131 -3.79284 -1.44 -0.93 0.07
H 0.56841 -2.90602 -5.52032 -1.32 0.51 1.87
H 2.59669 -3.53336 -5.60419 -0.56 1.05 2.40
H 5.06475 -3.11625 -4.83530 -3.13 0.10 0.66
H 5.32918 -1.93942 -2.98074 -2.12 0.39 -0.86
H 3.78574 -0.62047 -1.70722 -1.11 -1.01 -3.31
H -1.91958 2.44752 -0.54967 -2.79 2.56 -11.43
H -1.78920 3.04451 0.99119 0.11 -0.36 -0.25
H -3.29997 0.99750 1.14013 0.23 0.12 0.01
H -2.30467 0.06280 0.00742 0.57 2.09 2.31
H -3.18268 2.25638 2.89197 -4.71 2.49 -5.49
H -1.97728 2.90185 4.02144 -0.01 0.16 -0.97
H -4.11657 2.22666 5.17354 -0.67 1.56 -0.03
H -4.10965 0.79856 4.21857 0.27 0.34 -0.11
H -1.40630 -0.37915 6.46491 -0.37 0.50 -1.62
H -2.72838 -0.78048 5.00113 3.66 0.58 0.80
H -0.45188 -0.75675 4.16154 0.12 4.47 0.01
H -0.38368 1.16292 4.90453 4.13 4.37 1.87
```
Positions in Å, forces in eV/Å.

Its energy relative to the best compared isomer or geometry (same formula, charge and spin) is 1526.1 kJ/mol. The structure (SMILES) is Cc1ccccc1-c1nnc(SCCC(=O)N2CCOCC2)o1. The frontier orbital gap is 8.50 eV. For the total energy, the calculation gives -1408.765427 Ha.